{
  "formula": "C6H10N",
  "method": "ωB97M-V/def2-TZVPD",
  "symbols": ["C", "C", "C", "C", "C", "C", "N", "H", "H", "H", "H", "H", "H", "H", "H", "H", "H"],
  "coordinates": [[2.23411, 0.55337, 0.92527], [1.58110, -0.15486, 0.08445], [1.27926, -0.85807, -1.06922], [0.19039, -0.87054, 0.15120], [-1.01208, -0.10415, 0.18761], [-1.21216, 1.19394, -0.60028], [-2.09700, -0.50017, 0.72561], [1.63172, 0.75122, 1.82095], [3.18906, 0.86951, 0.84259], [0.99976, -0.31693, -2.01556], [1.75854, -1.78623, -1.33212], [0.30405, -1.93370, 0.54060], [-2.17644, 1.68522, -0.27257], [-1.32988, 0.81455, -1.63700], [-0.50828, 1.91957, -0.41102], [-1.99362, -1.43818, 1.28445], [-2.83856, 0.17545, 0.77506]],
  "forces_ev_per_a": [[-2.7, 0.1, 2.3], [-1.4, -0.9, -0.2], [-1.2, 0.8, -2.4], [2.0, -1.7, -0.5], [1.0, 1.6, -2.3], [-2.4, -1.9, 0.3], [0.6, -3.5, 2.6], [0.9, 0.2, 0.0], [2.8, 1.1, -0.4], [0.2, -0.3, 1.2], [-0.2, -0.5, 0.4], [-0.9, 1.7, 0.1], [0.8, -0.7, -0.5], [0.3, 0.9, 0.3], [2.1, 1.3, -0.2], [-1.2, 2.5, -1.2], [-0.7, -0.5, 0.4]],
  "homo_ev": -14.39,
  "max_force_ev_per_a": 4.45,
  "charge": 1,
  "smiles": "C=C1C[C@@H]1C(C)=[NH2+]",
  "multiplicity": 1,
  "gap_ev": 10.384,
  "lumo_energy_ev": -4.01,
  "relative_energy_ev": 1.3827
}

{
  "formula": "C6H10N",
  "method": "ωB97M-V/def2-TZVPD",
  "symbols": ["C", "C", "C", "C", "C", "C", "N", "H", "H", "H", "H", "H", "H", "H", "H", "H", "H"],
  "coordinates": [[0.68161, 1.05908, -1.34498], [1.52760, 1.26682, 0.47636], [0.90280, 0.04912, -0.08262], [-0.35825, -0.61129, 0.29428], [-1.00891, -1.48329, -0.82027], [-1.16777, -0.14574, 1.38887], [1.35879, 1.96580, -0.86224], [0.13608, 0.89647, -2.33810], [0.96338, 1.79792, 1.24781], [2.63216, 1.23256, 0.72219], [1.67367, -0.59373, -0.54658], [-0.18075, -1.68244, -1.51393], [-1.88606, -1.19464, -1.32353], [-1.26098, -2.37753, -0.40057], [-2.20811, 0.14268, 1.08047], [-0.57103, 0.71520, 1.85673], [-1.23423, -1.03700, 2.16613]],
  "forces_ev_per_a": [[-1.9, -1.8, -1.6], [1.9, 1.9, 0.3], [-1.1, -2.6, -0.9], [-0.7, 1.0, -3.4], [4.1, 1.6, 0.7], [0.6, 0.3, 2.3], [0.6, 1.2, 1.2], [0.9, 0.3, 1.4], [0.3, 0.0, -0.1], [-1.4, -0.1, 0.0], [-0.5, -0.2, 0.3], [-0.6, -0.1, -0.2], [-1.1, 1.3, -0.4], [-0.7, -2.8, 1.4], [0.9, -0.4, 0.3], [-1.5, -1.3, -0.1], [0.0, 1.7, -1.3]],
  "homo_ev": -14.61,
  "max_force_ev_per_a": 4.45,
  "charge": 1,
  "multiplicity": 1,
  "gap_ev": 8.388,
  "lumo_energy_ev": -6.23,
  "relative_energy_ev": 2.9697
}

{
  "formula": "C6H10N",
  "method": "ωB97M-V/def2-TZVPD",
  "symbols": ["C", "C", "C", "C", "C", "C", "N", "H", "H", "H", "H", "H", "H", "H", "H", "H", "H"],
  "coordinates": [[0.66402, 1.62693, 0.39089], [1.60955, 0.68729, 0.62864], [0.27407, 0.04344, -1.41203], [-0.30150, 0.67157, -0.25101], [-2.24009, 0.77659, 0.33499], [0.63177, -1.76443, 0.30911], [0.75236, -0.37401, -0.05923], [0.56116, 2.64243, 0.52144], [2.67265, 0.60371, 0.85404], [-0.27076, -0.83419, -1.83504], [1.17711, 0.32010, -1.91832], [-2.71886, 1.23176, -0.52485], [-2.16281, 1.44032, 1.26413], [-2.23446, -0.32558, 0.44180], [0.04380, -2.42303, -0.49388], [1.55204, -2.32196, 0.48427], [-0.01004, -2.00092, 1.26505]],
  "forces_ev_per_a": [[1.1, -2.4, 0.1], [-1.7, 0.7, -1.5], [0.8, -2.0, -1.0], [-3.3, 2.0, 1.9], [4.7, -0.5, 0.1], [-3.2, -3.7, 0.9], [0.2, -1.3, 1.5], [0.1, 2.0, 0.3], [-0.5, -0.2, 0.1], [0.3, 1.1, 0.0], [-0.3, 1.1, -1.0], [-0.1, -0.3, 0.1], [-0.2, -1.3, -1.4], [-1.1, 1.0, 0.3], [1.4, 1.8, 1.4], [0.4, 0.7, -0.3], [1.2, 1.2, -1.5]],
  "homo_ev": -14.46,
  "max_force_ev_per_a": 4.95,
  "charge": 1,
  "multiplicity": 1,
  "gap_ev": 10.633,
  "lumo_energy_ev": -3.83,
  "relative_energy_ev": 4.5281
}

{
  "formula": "C6H10N",
  "method": "ωB97M-V/def2-TZVPD",
  "symbols": ["C", "C", "C", "C", "N", "C", "C", "H", "H", "H", "H", "H", "H", "H", "H", "H", "H"],
  "coordinates": [[-0.71247, -1.73471, 0.41047], [-0.74979, -0.33799, -0.16196], [-1.76079, 0.73738, 0.21256], [-0.86229, 1.72793, 0.26153], [0.24830, 0.74845, -0.18010], [1.57607, 0.72843, 0.40305], [-0.14329, 0.21492, -1.47666], [-0.10276, -2.46715, -0.17114], [-1.61977, -2.39402, 0.31535], [-0.53422, -1.48511, 1.45744], [-2.68574, 0.44692, 0.69463], [-0.96702, 2.76138, 0.35888], [2.39850, 0.14965, 0.00985], [2.01644, 1.72472, 0.20213], [1.40454, 0.33990, 1.49627], [0.63416, -0.51559, -1.76579], [-0.67217, 0.79210, -2.27366]],
  "forces_ev_per_a": [[0.0, -0.4, -0.8], [-2.2, 0.8, -2.5], [0.7, -1.2, 2.0], [-1.0, -3.2, -0.4], [0.4, 1.3, -0.2], [0.6, 0.5, 2.3], [0.3, -2.4, -0.5], [0.8, 1.0, 1.0], [-0.1, 1.7, 0.2], [0.5, -1.3, 0.2], [-0.6, 0.9, -0.7], [0.9, 1.5, 0.1], [-0.7, -1.2, -0.9], [-0.5, -0.1, 1.2], [0.7, 1.5, -1.8], [-0.3, 0.7, -0.5], [0.5, -0.3, 1.2]],
  "homo_ev": -14.57,
  "max_force_ev_per_a": 3.38,
  "charge": 1,
  "smiles": "C[C@@]12C=C[N@+]1(C)C2",
  "multiplicity": 1,
  "gap_ev": 10.972,
  "lumo_energy_ev": -3.60,
  "relative_energy_ev": 3.2387
}

{
  "formula": "C6H10N",
  "method": "ωB97M-V/def2-TZVPD",
  "symbols": ["C", "C", "C", "C", "C", "C", "N", "H", "H", "H", "H", "H", "H", "H", "H", "H", "H"],
  "coordinates": [[-0.41311, -1.11574, 1.65154], [-1.19516, 0.47909, 0.67140], [0.12268, 0.10193, 0.93106], [0.51618, 0.28634, -0.35274], [1.26920, -0.75783, -1.10275], [0.45277, 1.61087, -1.02975], [-1.72045, -0.57917, 1.27804], [-0.17438, -2.08813, 1.22785], [-0.25017, -1.12157, 2.72764], [-1.72901, 1.29643, 0.22079], [1.28549, -1.71813, -0.59556], [2.30185, -0.43185, -1.24152], [0.84691, -0.87864, -2.09967], [-0.28055, 1.59574, -1.83809], [1.41317, 1.82183, -1.49986], [0.21491, 2.42255, -0.34748], [-2.66033, -0.92372, 1.39911]],
  "forces_ev_per_a": [[0.4, -0.6, 0.2], [-2.5, 0.2, 2.2], [0.0, 0.6, -0.9], [3.3, -0.6, -0.7], [-0.1, -0.3, -0.1], [-0.4, 0.4, -0.2], [-0.6, 0.1, -0.2], [0.0, 0.0, -0.1], [0.0, 0.0, 0.0], [0.0, 0.1, -0.3], [0.0, 0.0, 0.0], [0.0, 0.1, 0.0], [0.0, 0.0, -0.1], [0.0, 0.0, -0.1], [0.0, -0.1, 0.1], [0.0, 0.0, 0.0], [0.0, 0.1, 0.0]],
  "homo_ev": -14.44,
  "max_force_ev_per_a": 3.38,
  "charge": 1,
  "multiplicity": 1,
  "gap_ev": 10.601,
  "lumo_energy_ev": -3.84,
  "relative_energy_ev": 1.5878
}

{
  "formula": "C6H10N",
  "method": "ωB97M-V/def2-TZVPD",
  "symbols": ["C", "C", "C", "C", "C", "C", "N", "H", "H", "H", "H", "H", "H", "H", "H", "H", "H"],
  "coordinates": [[0.67642, 0.41269, 2.27940], [0.78283, 0.03132, 0.86912], [1.74163, -1.14388, 0.58594], [0.08449, 0.52648, -0.14423], [-0.52276, 1.02752, -1.22472], [-1.63121, 0.65554, -2.06735], [-2.45950, -0.33419, -1.84829], [0.20984, 1.47300, 2.35889], [1.72892, 0.51406, 2.80436], [0.19476, -0.50671, 2.82027], [1.67239, -1.93373, 1.29395], [2.88423, -0.89862, 0.70373], [1.78641, -1.55240, -0.41459], [0.11124, 1.93322, -1.55090], [-1.81935, 1.28578, -2.81662], [-2.30722, -0.95207, -1.05624], [-3.13312, -0.53801, -2.59271]],
  "forces_ev_per_a": [[0.6, 0.9, 2.5], [0.3, -0.9, -2.4], [2.9, 1.2, -0.5], [-0.1, -1.6, 1.2], [2.1, 2.0, -0.6], [0.9, -2.3, 4.8], [0.7, 0.6, -1.0], [0.2, -2.2, 0.4], [-1.9, -0.3, -1.4], [0.4, 2.2, -0.6], [-0.8, -0.7, 0.7], [-2.1, 0.4, 0.1], [-0.8, 0.0, -0.3], [-1.5, -1.3, -0.2], [-0.8, 2.1, -3.3], [-0.3, -0.1, -0.3], [0.1, -0.2, 0.8]],
  "homo_ev": -13.63,
  "max_force_ev_per_a": 5.43,
  "charge": 1,
  "smiles": "CC(C)=C=CC=[NH2+]",
  "multiplicity": 1,
  "gap_ev": 8.272,
  "lumo_energy_ev": -5.35,
  "relative_energy_ev": 1.3991
}

{
  "formula": "C6H10N",
  "method": "ωB97M-V/def2-TZVPD",
  "symbols": ["C", "C", "C", "C", "C", "C", "N", "H", "H", "H", "H", "H", "H", "H", "H", "H", "H"],
  "coordinates": [[-2.87779, -0.12786, 0.44396], [-3.56788, -0.82824, 1.06193], [-0.75692, 0.55950, -0.77808], [-0.63650, 1.98812, -0.38315], [0.59352, -0.28001, 0.94553], [-0.30236, -1.63318, -0.91578], [-0.11453, -0.47652, -0.26593], [-1.29084, 0.24904, -1.72615], [-1.17193, 2.56805, -1.13793], [0.35416, 2.35438, -0.27785], [-1.23664, 2.15353, 0.59050], [0.19034, -0.96078, 1.68436], [1.65031, -0.68566, 0.89470], [0.65907, 0.81231, 1.27689], [0.26468, -1.91960, -1.84639], [-0.03665, -2.45787, -0.24290], [-1.36709, -1.67644, -1.21343]],
  "forces_ev_per_a": [[3.6, 3.8, -3.3], [-3.7, -3.8, 3.3], [0.7, -1.1, -1.0], [-2.7, -0.2, 1.0], [2.8, 0.0, 1.6], [-0.7, -6.2, -2.0], [-0.8, 7.0, -0.3], [0.4, 0.8, 1.2], [0.2, 0.0, 0.1], [1.0, 0.1, 0.2], [1.1, -0.2, -1.3], [-0.6, 0.3, 0.5], [-1.0, 0.6, -0.5], [-0.4, -1.9, -0.5], [0.0, 1.2, 0.8], [-0.5, 0.0, -0.1], [0.5, -0.6, 0.3]],
  "homo_ev": [-15.40, -15.41],
  "max_force_ev_per_a": 7.07,
  "charge": 1,
  "multiplicity": 1,
  "gap_ev": [8.741, 7.955],
  "lumo_energy_ev": [-6.65, -7.46],
  "relative_energy_ev": 8.9159
}

{
  "formula": "C6H10N",
  "method": "ωB97M-V/def2-TZVPD",
  "symbols": ["C", "C", "C", "C", "C", "C", "N", "H", "H", "H", "H", "H", "H", "H", "H", "H", "H"],
  "coordinates": [[-1.54375, 0.37824, 1.71370], [-0.88003, -0.25653, 0.56177], [0.39325, 0.29211, 0.18269], [-1.68760, -1.17073, -0.40224], [0.84051, 0.13225, -1.17130], [1.29580, 0.87350, 1.15856], [-1.03060, -0.63068, 2.17211], [-2.12290, 1.30775, 2.01361], [-1.98191, -0.51503, -1.13362], [-2.37663, -1.71310, 0.19478], [-1.00059, -1.89587, -0.65607], [-0.12025, 0.24925, -1.83807], [1.15653, -0.91280, -1.25621], [1.69645, 0.66001, -1.44741], [1.26356, 1.86232, 1.31337], [2.35267, 0.60081, 0.79603], [1.14253, 0.44653, 2.18675]],
  "forces_ev_per_a": [[-1.2, 1.9, 1.6], [0.6, -0.9, -0.7], [-1.1, -0.6, 1.3], [1.8, 1.3, 3.6], [-3.2, -0.8, -1.4], [2.2, -4.7, 0.7], [0.3, 0.4, -0.9], [0.7, -1.4, -0.5], [-1.5, 0.7, -2.2], [-1.4, 0.1, 0.1], [1.4, -1.5, -1.5], [2.2, -0.2, 0.7], [-0.3, -0.4, -0.1], [1.0, 1.4, -0.5], [-0.3, 4.0, 0.0], [-1.4, 0.6, 0.7], [0.1, 0.2, -1.0]],
  "homo_ev": -15.49,
  "max_force_ev_per_a": 5.22,
  "charge": 1,
  "multiplicity": 1,
  "gap_ev": 9.531,
  "lumo_energy_ev": -5.96,
  "relative_energy_ev": 2.7865
}